Record 1
The following is a quantum chemistry calculation of C30H25CrN7O2 as an isolated structure at a distorted geometry, from OMol25.

Cartesian coordinates (Å):
Cr (0.11, -0.05, 0.04)
O (0.50, 0.95, 1.60)
C (0.91, 0.58, 2.76)
C (0.65, 1.38, 3.89)
C (1.14, 1.05, 5.13)
C (1.94, -0.08, 5.30)
C (2.20, -0.90, 4.22)
C (1.68, -0.62, 2.94)
C (1.95, -1.51, 1.87)
N (1.40, -1.44, 0.69)
C (1.82, -2.37, -0.32)
C (0.58, -2.79, -1.13)
N (-0.36, -1.70, -1.09)
C (-1.61, -1.97, -1.23)
C (-2.53, -0.84, -1.06)
C (-4.00, -1.08, -0.93)
C (-4.85, -0.04, -0.96)
C (-4.49, 1.34, -1.15)
C (-3.32, 1.95, -0.87)
C (-2.18, 1.39, -0.15)
O (-1.40, 2.29, 0.57)
H (0.04, 2.26, 3.74)
H (0.90, 1.67, 5.97)
H (2.35, -0.32, 6.27)
H (2.81, -1.79, 4.35)
H (2.65, -2.33, 2.08)
H (2.32, -3.25, 0.11)
H (2.52, -1.86, -0.98)
H (0.14, -3.69, -0.69)
H (0.85, -3.01, -2.17)
H (-1.97, -2.99, -1.41)
H (-4.35, -2.08, -0.76)
H (-5.91, -0.25, -0.90)
H (-5.27, 1.96, -1.56)
H (-3.19, 3.00, -1.11)
N (2.96, 1.02, -3.32)
C (2.61, 0.69, -2.04)
N (1.50, 1.07, -1.47)
C (0.69, 1.97, -2.13)
N (-0.45, 2.37, -1.60)
N (-0.79, 1.64, -0.53)
C (-2.01, -0.06, 0.18)
C (-2.37, -0.60, 1.48)
C (-3.28, 0.00, 2.36)
C (-3.44, -0.54, 3.62)
C (-2.71, -1.67, 3.97)
C (-1.86, -2.22, 3.02)
N (-1.69, -1.71, 1.82)
C (1.04, 2.43, -3.45)
C (0.25, 3.34, -4.16)
C (0.56, 3.65, -5.47)
C (1.65, 3.07, -6.09)
C (2.48, 2.20, -5.38)
C (2.17, 1.89, -4.07)
H (3.80, 0.65, -3.73)
H (3.33, 0.12, -1.47)
H (-2.38, -0.16, -1.92)
H (-3.83, 0.87, 2.04)
H (-4.14, -0.09, 4.32)
H (-2.79, -2.11, 4.95)
H (-1.28, -3.10, 3.24)
H (-0.60, 3.77, -3.65)
H (-0.08, 4.33, -6.01)
H (1.87, 3.28, -7.12)
H (3.35, 1.76, -5.84)

Multiplicity: 5
Total energy, eV: -74458.33714
Expectation value of S²: 6.1139
HOMO-LUMO gap (alpha / beta), eV: 4.1390 / 6.8934
Charge: 0

=====

Record 2
The following is a quantum chemistry calculation of a 4-piece molecular cluster, C3H14NO3 overall at a distorted geometry, from OMol25.

Cartesian coordinates (Å):
C (0.43, -0.93, 0.78)
C (0.35, 0.52, 0.34)
C (1.24, 1.50, 0.41)
N (-0.92, 0.89, -0.33)
H (1.33, -0.92, 1.39)
H (0.66, -1.47, -0.13)
H (-0.47, -1.21, 1.32)
H (1.08, 2.39, -0.20)
H (2.13, 1.50, 1.00)
H (-1.69, 0.92, 0.36)
H (-0.87, 1.84, -0.68)
H (-1.22, 0.25, -1.09)
H (-1.38, -1.99, -2.41)
H (-1.59, -0.76, -3.22)
O (-1.31, -1.01, -2.35)
H (-3.38, 1.03, 1.76)
H (-3.53, -0.45, 1.68)
O (-2.86, 0.23, 1.54)
H (3.68, -0.06, -0.16)
H (4.49, -1.36, -0.28)
O (3.84, -0.90, 0.27)

Total energy, eV: -10964.15416
HOMO-LUMO gap, eV: 11.0400
Charge: +1

=====

Record 3
The following is a quantum chemistry calculation of C11H23CeN2O5P2 as an isolated structure at a distorted geometry, from OMol25.

Cartesian coordinates (Å):
Ce (0.85, 0.03, 1.92)
P (-2.92, -0.53, 0.39)
C (-2.20, 0.43, -1.00)
C (-0.76, 0.91, -1.21)
N (0.25, 0.80, -0.30)
C (1.48, 1.29, -0.65)
C (1.71, 1.95, -1.85)
C (0.68, 2.06, -2.77)
C (-0.55, 1.53, -2.44)
C (2.65, 1.12, 0.33)
P (3.20, -0.66, 0.69)
H (-1.40, 1.60, -3.12)
H (2.71, 2.36, -2.03)
H (0.84, 2.55, -3.74)
H (3.57, 1.52, -0.12)
H (2.51, 1.74, 1.26)
H (-2.45, -0.12, -1.85)
H (-2.83, 1.34, -1.05)
H (-2.43, -4.50, -3.53)
O (-1.57, -4.61, -3.87)
H (-1.56, -4.10, -4.69)
H (-3.46, -1.84, 0.20)
O (-1.64, -1.63, 0.78)
H (-1.34, -2.16, 0.02)
C (3.53, -1.34, -0.96)
H (4.55, -1.09, -1.29)
H (3.44, -2.44, -0.89)
H (2.81, -0.99, -1.70)
C (4.88, -0.39, 1.34)
H (5.14, -1.25, 1.97)
H (5.61, -0.32, 0.52)
H (4.92, 0.52, 1.96)
C (-2.76, 0.35, 1.96)
H (-3.70, 0.86, 2.19)
H (-2.54, -0.34, 2.80)
H (-1.99, 1.14, 1.92)
C (-4.76, -0.16, 0.07)
H (-5.35, -0.52, 0.92)
H (-4.91, 0.92, -0.05)
H (-5.08, -0.68, -0.84)
O (-1.02, 1.24, 5.05)
N (0.16, 1.11, 4.85)
O (1.07, 0.80, 5.56)
O (0.62, 1.48, 3.26)

Multiplicity: 2
Total energy, eV: -56484.41371
Expectation value of S²: 0.7510
HOMO-LUMO gap (alpha / beta), eV: 7.0106 / 7.0447
Charge: +2

=====

Record 4
The following is a quantum chemistry calculation of one molecule with the formula C3H3NO at a distorted geometry, from OMol25.

Cartesian coordinates (Å):
C (-1.19, -0.18, -0.11)
C (0.33, 0.38, 0.02)
C (1.48, -0.51, -0.06)
H (-1.81, 0.61, -0.03)
H (0.17, 1.26, -0.76)
H (0.16, 0.81, 0.98)
N (2.54, -1.02, -0.04)
O (-1.68, -1.36, 0.00)

Total energy, eV: -6694.98250
SMILES: N#CCC=O
HOMO-LUMO gap, eV: 10.8364
Charge: 0

=====

Q: Which value of total energy does entry 1 give?
A: -74458.33714 eV